Version a
Density functional theory data (wB97M-V/def2-TZVPD) for a molecular structure, C5H10N2O2S.

```
20
Properties=species:S:1:pos:R:3:lowdin_charge:R:1
N 1.284 1.732 0.072 -0.010
S 2.819 -0.565 -0.137 0.859
C 2.468 2.431 0.499 -0.157
N -1.448 0.022 -0.023 -0.100
H -3.942 0.722 0.175 0.064
C 1.954 -2.156 -0.199 -0.417
C -3.765 -0.323 0.055 -0.053
H 2.084 3.383 0.966 0.086
H -4.489 -0.691 -0.733 0.096
O -1.478 0.779 0.879 0.104
C -2.392 -0.695 -0.510 -0.074
H -3.975 -0.725 1.069 0.095
H 3.100 1.851 1.170 0.050
H 1.901 -2.452 -1.168 -0.021
H 2.997 2.701 -0.438 0.087
H 0.972 -2.110 0.324 0.056
H 2.641 -2.950 0.155 0.043
O 0.283 -0.129 -0.593 -0.058
H -2.286 -1.369 -1.355 0.131
C 1.271 0.543 -0.208 -0.780
```

Results
HOMO-LUMO gap (alpha / beta) = 7.19 / 7.19 eV
E_LUMO (alpha / beta) = -1.27 / -1.27 eV



Version b
Density functional theory data (wB97M-V/def2-TZVPD) for a single C5H10N2O2S molecule.

```
20
Properties=species:S:1:pos:R:3:lowdin_charge:R:1
C -1.129 -1.574 -0.081 -0.522
N 0.383 0.588 -0.188 0.032
H -0.903 0.399 -1.859 0.160
H 2.863 1.301 1.517 0.031
H 2.824 -0.453 2.024 0.029
H 1.132 -0.547 -1.768 0.051
H -2.558 2.118 -0.475 0.045
H -3.051 -1.793 0.354 0.100
C 3.128 0.284 1.304 -0.373
N -2.188 -2.297 0.467 0.173
H -2.300 -3.276 0.559 0.093
H -0.994 2.773 -0.955 0.088
C -0.975 0.638 -0.775 -0.444
H 4.237 0.367 1.209 0.027
H -1.367 2.270 0.728 0.113
C 1.244 -0.100 -0.834 -0.580
O -1.695 -0.341 -0.200 0.024
S 2.880 -0.364 -0.377 0.902
O -0.007 -1.991 -0.272 0.078
C -1.526 1.997 -0.376 -0.026
```

Results
HOMO-LUMO gap = 9.51 eV
SMILES = CS/C=N/[C@H](C)OC(N)=O
E_LUMO = 0.87 eV



Most stable structure: version b



Version a
Density functional theory data (wB97M-V/def2-TZVPD) for a molecular structure, C7H10NOP.

```
20
Properties=species:S:1:pos:R:3:mulliken_spin:R:1
H 0.186 0.626 2.543 0.005
H 3.073 -1.776 -0.116 -0.006
C 0.239 0.468 -1.849 0.046
H 1.350 1.870 -0.511 0.003
N -0.415 1.064 0.475 0.144
C -0.182 1.467 1.801 0.004
C -1.016 0.050 -1.830 0.125
H -1.583 -0.196 -2.742 -0.008
H 0.173 -1.720 0.748 -0.008
C 2.675 -0.819 -0.078 0.001
H -0.584 -2.465 -0.778 0.011
H -1.370 -2.664 0.898 -0.077
C -0.759 -2.082 0.250 1.000
H 0.501 2.421 1.810 0.003
H -1.160 1.620 2.258 -0.007
P -1.654 0.093 -0.083 0.569
H 1.059 0.701 -2.516 0.008
C 0.755 1.009 -0.406 -0.025
C 1.705 -0.100 -0.149 0.023
O -2.994 0.432 0.276 0.189
```

Results
multiplicity = 3
HOMO-LUMO gap (alpha / beta) = 5.68 / 7.58 eV
E_LUMO (alpha / beta) = 0.71 / -2.14 eV



Version b
Density functional theory data (wB97M-V/def2-TZVPD) for a single C7H10NOP molecule.

```
20
Properties=species:S:1:pos:R:3:mulliken_spin:R:1
N -2.387 -0.582 -0.110 0.010
H 1.387 -1.350 -0.606 0.050
H -4.358 -1.358 -0.070 0.000
C 0.169 1.120 0.243 0.547
H 1.123 1.323 -1.799 0.049
C -3.348 -1.577 -0.258 0.002
C 2.723 0.011 0.356 0.584
H -0.106 0.262 -1.552 -0.002
C 0.734 0.585 -1.092 0.039
P -2.554 0.923 0.280 0.035
O -1.126 1.597 0.310 0.019
H 2.719 1.221 2.274 0.028
H 3.714 -0.264 0.426 0.038
H 2.574 -0.569 -1.596 0.008
H 0.406 1.616 2.257 0.041
C 2.260 0.764 1.330 0.190
H -3.257 -2.462 0.306 -0.001
C 0.863 1.202 1.356 0.391
C 1.845 -0.456 -0.789 -0.030
H -3.382 -2.005 -1.266 0.001
```

Results
multiplicity = 3
HOMO-LUMO gap (alpha / beta) = 5.50 / 7.22 eV
E_LUMO (alpha / beta) = 0.49 / -1.90 eV



Most stable structure: version b